# 1
Computed, not measured: a structure of composition C39H29ClMnNO4P, with wB97M-V/def2-TZVPD.

Geometry (Å):
Mn (-0.08, 0.36, -0.07)
Cl (0.21, 2.39, 1.24)
C (-1.43, 2.80, 1.82)
C (-1.61, 4.11, 2.20)
C (-2.86, 4.49, 2.69)
C (-3.87, 3.55, 2.78)
C (-3.65, 2.24, 2.40)
C (-2.41, 1.83, 1.91)
P (-2.07, 0.11, 1.42)
C (-3.67, -0.70, 1.32)
C (-3.99, -1.75, 2.18)
C (-5.23, -2.37, 2.08)
C (-6.15, -1.93, 1.14)
C (-5.84, -0.87, 0.30)
C (-4.60, -0.26, 0.39)
C (-1.15, -0.58, 2.82)
C (-1.25, -0.04, 4.11)
C (-0.50, -0.58, 5.14)
C (0.34, -1.66, 4.90)
C (0.44, -2.20, 3.63)
C (-0.31, -1.66, 2.59)
H (-0.80, 4.83, 2.12)
H (-3.02, 5.51, 2.99)
H (-4.84, 3.84, 3.17)
H (-4.45, 1.51, 2.48)
H (-3.27, -2.10, 2.91)
H (-5.47, -3.19, 2.74)
H (-7.12, -2.41, 1.07)
H (-6.57, -0.52, -0.42)
H (-4.37, 0.58, -0.26)
H (-1.90, 0.80, 4.31)
H (-0.58, -0.17, 6.14)
H (0.93, -2.08, 5.70)
H (1.11, -3.02, 3.42)
H (-0.20, -2.09, 1.60)
O (2.23, -2.44, 0.70)
C (2.31, -1.50, -0.05)
O (1.61, -0.40, 0.12)
C (3.13, -1.57, -1.31)
C (3.89, -2.71, -1.57)
C (4.58, -2.85, -2.76)
C (4.51, -1.86, -3.73)
C (3.75, -0.74, -3.46)
C (3.08, -0.56, -2.26)
N (3.62, 0.31, -4.49)
O (4.10, 0.09, -5.58)
O (3.09, 1.36, -4.16)
H (3.92, -3.49, -0.82)
H (5.18, -3.73, -2.94)
H (5.01, -1.96, -4.68)
H (2.52, 0.34, -2.09)
C (0.40, -2.48, -6.51)
C (0.96, -3.28, -5.53)
C (0.76, -2.98, -4.20)
C (0.00, -1.86, -3.83)
C (-0.57, -1.06, -4.83)
C (-0.36, -1.38, -6.16)
C (-0.10, -1.55, -2.40)
C (-0.54, -0.43, -1.84)
C (-1.04, 0.88, -2.23)
C (-2.43, 1.14, -2.23)
C (-2.90, 2.42, -2.45)
C (-2.00, 3.47, -2.64)
C (-0.63, 3.24, -2.63)
C (-0.15, 1.95, -2.43)
H (0.56, -2.71, -7.56)
H (1.55, -4.15, -5.80)
H (1.20, -3.60, -3.42)
H (-1.16, -0.20, -4.57)
H (-0.80, -0.75, -6.93)
H (0.31, -2.32, -1.74)
H (-3.10, 0.31, -2.10)
H (-3.96, 2.60, -2.48)
H (-2.38, 4.47, -2.81)
H (0.06, 4.05, -2.80)
H (0.92, 1.77, -2.49)

- <S²>: 6.3938
- Multiplicity: 5
- Gap between HOMO and LUMO (alpha / beta): 6.7 / 8.1 eV
- Charge: +1
- HOMO energy (alpha / beta): -11.1 / -11.3 eV

Löwdin population analysis, charges in e, atoms 1 to 4:
1 Mn 0.630
2 Cl 0.805
3 C -0.552
4 C -0.085



# 2
Computed, not measured: a structure of composition C17H22AgN6S2Se2, with wB97M-V/def2-TZVPD.

Geometry (Å):
Ag (0.58, 0.41, 0.76)
Se (2.28, -1.11, 3.49)
Se (3.38, 0.78, 2.61)
C (3.58, 0.25, 0.80)
C (4.89, 0.02, 0.36)
C (5.05, -0.64, -0.86)
C (3.93, -0.99, -1.58)
C (2.69, -0.56, -1.16)
N (2.53, 0.08, 0.00)
C (0.62, -0.32, 4.04)
C (0.16, -0.42, 5.37)
C (-0.94, 0.34, 5.75)
C (-1.56, 1.13, 4.82)
C (-1.07, 1.18, 3.54)
N (-0.06, 0.44, 3.13)
H (5.70, 0.24, 1.04)
H (6.07, -0.91, -1.20)
H (4.00, -1.57, -2.49)
H (1.77, -0.66, -1.77)
H (0.71, -0.97, 6.14)
H (-1.26, 0.29, 6.78)
H (-2.34, 1.85, 5.12)
H (-1.49, 1.86, 2.76)
C (0.52, 2.25, -2.99)
N (-0.77, 2.46, -2.33)
C (-2.04, 2.41, -2.92)
C (-2.96, 2.83, -2.01)
N (-2.28, 3.10, -0.79)
C (-0.94, 2.88, -0.97)
S (0.29, 3.15, 0.14)
H (0.85, 3.12, -3.62)
H (0.44, 1.39, -3.68)
H (1.28, 2.09, -2.21)
H (-2.17, 2.04, -3.95)
H (-4.03, 3.00, -2.10)
H (-2.66, 3.37, 0.08)
C (-1.74, -3.85, 0.36)
N (-1.72, -3.14, -0.91)
C (-1.62, -1.78, -0.99)
S (-1.69, -0.67, 0.36)
N (-1.49, -1.25, -2.23)
C (-1.91, -1.95, -3.44)
H (-2.69, -4.47, 0.45)
H (-1.77, -3.08, 1.13)
H (-0.88, -4.51, 0.50)
H (-1.73, -3.67, -1.77)
H (-1.43, -0.23, -2.23)
H (-2.94, -2.29, -3.33)
H (-1.22, -2.77, -3.70)
H (-1.91, -1.20, -4.26)

- Gap between HOMO and LUMO: 7.3 eV
- Charge: +1
- HOMO energy: -10.2 eV

Löwdin population analysis, charges in e, atoms 1 to 4:
1 Ag 0.470
2 Se 0.676
3 Se 0.692
4 C -0.697



# 3
Computed, not measured: a structure of composition C30H28AuN4Te, with wB97M-V/def2-TZVPD.

Geometry (Å):
Au (-17.39, -11.39, -0.79)
C (-21.15, -13.14, -1.74)
C (-20.00, -12.60, -2.28)
N (-18.78, -13.16, -2.04)
C (-18.67, -14.50, -1.70)
C (-19.87, -15.13, -1.05)
C (-21.11, -14.41, -1.12)
C (-19.57, -16.41, -0.66)
C (-17.13, -17.45, -0.29)
C (-16.11, -16.42, 0.01)
C (-14.94, -16.53, 0.77)
C (-14.00, -15.49, 0.71)
C (-14.22, -14.50, -0.26)
N (-15.32, -14.30, -0.97)
C (-16.29, -15.25, -0.82)
H (-22.08, -12.57, -1.77)
H (-20.03, -11.74, -2.91)
H (-22.00, -14.97, -0.80)
H (-20.24, -17.15, -0.22)
H (-16.65, -18.15, -1.00)
H (-14.75, -17.39, 1.31)
H (-13.13, -15.43, 1.35)
H (-13.43, -13.76, -0.46)
N (-17.73, -12.53, -2.43)
C (-17.59, -15.37, -1.45)
N (-18.19, -16.76, -1.19)
C (-18.44, -17.55, -2.50)
C (-18.68, -19.07, -2.37)
C (-19.34, -19.52, -1.03)
C (-18.60, -19.55, 0.28)
C (-17.70, -18.35, 0.82)
H (-17.53, -17.40, -3.15)
H (-19.34, -17.13, -2.99)
H (-17.70, -19.63, -2.41)
H (-19.31, -19.33, -3.26)
H (-19.60, -20.60, -1.17)
H (-20.30, -19.00, -0.87)
H (-17.95, -20.48, 0.30)
H (-19.40, -19.76, 1.05)
H (-16.84, -18.77, 1.37)
H (-18.28, -17.70, 1.53)
Te (-16.43, -10.13, 1.35)
C (-16.09, -8.13, 0.63)
C (-16.51, -7.14, 1.51)
C (-16.20, -5.83, 1.21)
C (-15.42, -5.46, 0.11)
C (-15.18, -6.48, -0.86)
C (-15.48, -7.79, -0.58)
C (-14.34, -10.39, 1.04)
C (-13.83, -11.00, -0.12)
C (-12.46, -11.14, -0.30)
C (-11.53, -10.56, 0.57)
C (-12.04, -10.03, 1.76)
C (-13.41, -10.05, 2.05)
H (-16.90, -7.43, 2.50)
H (-16.58, -5.01, 1.83)
H (-15.01, -4.44, 0.06)
H (-14.68, -6.19, -1.80)
H (-15.16, -8.55, -1.31)
H (-14.49, -11.38, -0.89)
H (-12.06, -11.78, -1.11)
H (-10.44, -10.56, 0.43)
H (-11.40, -9.51, 2.49)
H (-13.66, -9.59, 2.96)

- <S²>: 2.2954
- Multiplicity: 3
- Gap between HOMO and LUMO (alpha / beta): 3.9 / 3.7 eV
- Charge: +3
- HOMO energy (alpha / beta): -15.8 / -15.7 eV

Löwdin population analysis, charges in e, atoms 1 to 4:
1 Au 0.591
2 C 0.050
3 C 0.016
4 N -0.180



# 4
Computed, not measured: a structure of composition C30H43F5P2Pd, with wB97M-V/def2-TZVPD.

Geometry (Å):
Pd (-0.42, 0.47, -0.10)
C (-0.72, -1.86, 0.60)
C (0.66, -2.10, 0.29)
C (0.60, -0.48, 1.94)
C (-0.77, -0.86, 1.64)
C (1.46, -1.24, 1.09)
C (-1.90, -2.69, 0.22)
H (-1.74, -3.23, -0.72)
H (-2.81, -2.08, 0.14)
H (-2.10, -3.45, 0.99)
C (-1.97, -0.56, 2.47)
H (-2.89, -0.86, 1.94)
H (-2.04, 0.51, 2.70)
H (-1.92, -1.11, 3.42)
C (1.07, 0.32, 3.09)
H (1.13, -0.30, 4.00)
H (0.39, 1.15, 3.32)
H (2.07, 0.74, 2.91)
C (2.94, -1.20, 1.16)
H (3.32, -1.82, 1.99)
H (3.29, -0.18, 1.34)
H (3.40, -1.58, 0.24)
C (1.18, -3.15, -0.62)
H (1.54, -4.03, -0.06)
H (2.04, -2.79, -1.21)
H (0.41, -3.51, -1.31)
C (-2.15, 0.96, -6.93)
C (-2.03, -0.37, -7.01)
C (-1.09, -1.16, -7.89)
C (0.24, -0.48, -8.25)
C (1.03, 0.08, -7.09)
C (0.89, 1.28, -6.52)
C (-0.03, 2.40, -6.93)
C (-1.31, 1.99, -7.65)
H (-1.58, -1.44, -8.83)
H (0.06, 0.31, -8.99)
H (-0.90, -2.11, -7.37)
H (-1.07, 1.64, -8.66)
H (-2.98, 1.39, -6.35)
H (-2.76, -1.00, -6.48)
H (-1.93, 2.90, -7.78)
H (-0.26, 2.97, -6.01)
H (1.60, 1.56, -5.72)
H (0.51, 3.11, -7.59)
H (0.87, -1.23, -8.76)
H (1.83, -0.59, -6.75)
P (-1.19, 0.18, -2.23)
P (1.41, 1.44, -1.17)
C (-0.29, 1.31, -3.38)
C (0.71, 2.23, -2.67)
H (-1.05, 1.87, -3.95)
H (0.22, 0.67, -4.11)
H (1.58, 2.44, -3.32)
H (0.23, 3.20, -2.42)
C (2.19, 2.65, -0.09)
H (2.84, 2.16, 0.66)
H (1.42, 3.22, 0.45)
H (2.78, 3.31, -0.73)
C (2.79, 0.45, -1.84)
H (3.32, 1.05, -2.60)
H (2.43, -0.47, -2.32)
H (3.51, 0.18, -1.06)
C (-2.96, 0.43, -2.10)
H (-3.41, -0.42, -1.57)
H (-3.36, 0.51, -3.11)
H (-3.16, 1.35, -1.52)
C (-1.07, -1.46, -3.01)
H (-0.05, -1.85, -2.95)
H (-1.37, -1.36, -4.06)
H (-1.76, -2.15, -2.51)
F (-1.07, 2.47, 2.64)
C (-1.60, 3.22, 1.61)
C (-1.46, 2.76, 0.32)
C (-1.99, 3.66, -0.61)
F (-1.98, 3.36, -1.94)
C (-2.58, 4.91, -0.30)
F (-3.01, 5.71, -1.30)
C (-2.71, 5.31, 1.03)
F (-3.30, 6.47, 1.37)
C (-2.22, 4.43, 2.00)
F (-2.35, 4.74, 3.32)

- <S²>: 6.0308
- Multiplicity: 5
- Gap between HOMO and LUMO (alpha / beta): 6.5 / 3.1 eV
- Charge: +2
- HOMO energy (alpha / beta): -12.4 / -13.1 eV

Löwdin population analysis, charges in e, atoms 1 to 4:
1 Pd 0.584
2 C -0.231
3 C -0.180
4 C -0.223



# 5
Computed, not measured: a cluster of 2 separate species, C4H10BN in total, with wB97M-V/def2-TZVPD.

Geometry (Å):
B (0.02, 0.37, 0.24)
C (0.87, -0.93, 0.15)
C (0.21, -1.61, -1.08)
C (-0.12, -0.38, -1.94)
C (-0.85, 1.56, 2.73)
N (-0.56, 0.60, -1.02)
H (1.86, -0.50, -0.27)
H (1.02, -1.74, 0.89)
H (0.85, -2.43, -1.60)
H (-0.75, -1.98, -0.76)
H (0.86, -0.10, -2.50)
H (-0.81, -0.59, -2.75)
H (-0.10, 1.02, 3.38)
H (-1.85, 1.35, 2.81)
H (-0.54, 2.49, 2.37)
H (-1.00, 1.41, -1.30)

- Gap between HOMO and LUMO (alpha / beta): 8.6 / 8.0 eV
- Charge: 0
- HOMO energy (alpha / beta): -8.1 / -7.4 eV

Löwdin population analysis, charges in e, atoms 1 to 4:
1 B -0.141
2 C -0.150
3 C -0.221
4 C -0.266



# 6
Computed, not measured: a structure of composition C44H41CdN3O2P2Te, with wB97M-V/def2-TZVPD.

Geometry (Å):
Cd (2.12, -0.41, 0.51)
C (5.00, -2.14, 3.99)
C (4.55, -1.63, 5.20)
C (3.45, -0.80, 5.19)
C (2.80, -0.52, 3.98)
N (3.28, -0.98, 2.82)
C (4.34, -1.77, 2.83)
C (1.60, 0.33, 3.92)
C (0.94, 0.76, 5.06)
C (-0.13, 1.63, 4.94)
C (-0.51, 2.04, 3.67)
C (0.18, 1.53, 2.59)
N (1.20, 0.70, 2.70)
H (5.85, -2.80, 3.95)
H (5.04, -1.88, 6.13)
H (3.11, -0.35, 6.11)
H (4.66, -2.13, 1.85)
H (1.24, 0.43, 6.04)
H (-0.66, 1.98, 5.82)
H (-1.32, 2.74, 3.52)
H (-0.08, 1.82, 1.58)
O (3.07, -2.43, -0.17)
N (2.21, -3.16, 0.36)
O (1.27, -2.58, 0.93)
C (7.11, 4.31, -3.62)
C (6.12, 3.52, -2.83)
C (6.16, 3.45, -1.44)
C (5.13, 2.87, -0.72)
C (5.25, 2.76, 0.77)
C (4.02, 2.36, -1.39)
Te (2.16, 2.12, -0.36)
C (4.06, 2.25, -2.78)
C (3.00, 1.49, -3.54)
C (5.10, 2.84, -3.48)
H (7.86, 4.77, -2.97)
H (6.60, 5.11, -4.16)
H (7.62, 3.69, -4.35)
H (6.98, 3.89, -0.91)
H (6.24, 3.08, 1.09)
H (5.09, 1.73, 1.08)
H (4.51, 3.38, 1.28)
H (2.56, 0.73, -2.90)
H (3.44, 1.00, -4.40)
H (2.22, 2.16, -3.88)
H (5.09, 2.81, -4.56)
C (-2.22, 0.23, -1.58)
P (-0.94, -0.36, -0.35)
C (-0.64, -2.00, -1.09)
C (0.29, -1.98, -2.13)
C (0.64, -3.14, -2.79)
C (0.09, -4.35, -2.39)
C (-0.83, -4.38, -1.36)
C (-1.20, -3.21, -0.72)
C (-1.89, -0.63, 1.19)
C (-1.55, -1.65, 2.07)
C (-2.14, -1.73, 3.32)
C (-3.05, -0.76, 3.73)
C (-3.33, 0.31, 2.89)
C (-2.75, 0.38, 1.63)
P (-3.37, -1.05, -2.33)
C (-4.46, 0.10, -3.25)
C (-5.85, -0.05, -3.23)
C (-6.66, 0.79, -3.96)
C (-6.11, 1.78, -4.75)
C (-4.73, 1.90, -4.84)
C (-3.92, 1.06, -4.10)
C (-4.44, -1.36, -0.86)
C (-4.55, -2.65, -0.39)
C (-5.30, -2.93, 0.74)
C (-5.96, -1.90, 1.39)
C (-5.89, -0.60, 0.90)
C (-5.13, -0.33, -0.22)
H (-1.63, 0.63, -2.42)
H (-2.79, 1.06, -1.16)
H (0.74, -1.03, -2.43)
H (1.37, -3.11, -3.59)
H (0.37, -5.26, -2.89)
H (-1.25, -5.32, -1.04)
H (-1.92, -3.24, 0.10)
H (-0.80, -2.37, 1.80)
H (-1.88, -2.53, 3.99)
H (-3.52, -0.82, 4.70)
H (-3.99, 1.10, 3.22)
H (-2.96, 1.23, 1.01)
H (-6.29, -0.83, -2.62)
H (-7.74, 0.68, -3.92)
H (-6.74, 2.45, -5.31)
H (-4.29, 2.65, -5.48)
H (-2.84, 1.15, -4.19)
H (-4.05, -3.46, -0.92)
H (-5.38, -3.94, 1.11)
H (-6.54, -2.10, 2.28)
H (-6.42, 0.19, 1.40)
H (-5.08, 0.67, -0.61)

- Gap between HOMO and LUMO: 6.8 eV
- Charge: 0
- HOMO energy: -7.0 eV

Löwdin population analysis, charges in e, atoms 1 to 4:
1 Cd 1.115
2 C -0.045
3 C -0.053
4 C -0.007



# 7
Computed, not measured: a structure of composition C45H35CoF6N4O6P2Sb, with wB97M-V/def2-TZVPD.

Geometry (Å):
Co (-1.16, 0.78, -0.26)
O (-1.15, 1.92, 1.21)
C (-2.16, 2.76, 1.34)
C (-2.63, 3.06, 2.63)
C (-3.68, 3.94, 2.82)
C (-4.29, 4.57, 1.74)
C (-3.83, 4.31, 0.47)
C (-2.79, 3.41, 0.25)
C (-2.20, 3.28, -1.07)
N (-1.48, 2.28, -1.37)
N (-0.55, 2.37, -2.41)
C (0.51, 1.73, -2.01)
O (0.60, 1.10, -0.87)
C (1.71, 1.70, -2.89)
C (2.76, 0.84, -2.59)
C (3.87, 0.79, -3.42)
C (3.94, 1.60, -4.54)
C (2.90, 2.47, -4.83)
C (1.78, 2.52, -4.01)
H (-2.16, 2.56, 3.47)
H (-4.02, 4.14, 3.83)
H (-5.12, 5.25, 1.90)
H (-4.29, 4.78, -0.39)
H (-2.24, 4.11, -1.77)
H (2.68, 0.20, -1.72)
H (4.68, 0.11, -3.19)
H (4.81, 1.56, -5.18)
H (2.95, 3.11, -5.71)
H (0.96, 3.18, -4.23)
N (1.14, -0.24, 1.87)
P (2.62, 0.21, 1.15)
C (2.72, 2.03, 1.27)
C (3.86, 2.63, 0.74)
C (4.01, 4.01, 0.76)
C (3.01, 4.80, 1.30)
C (1.86, 4.21, 1.81)
C (1.71, 2.83, 1.79)
C (3.70, -0.26, 2.57)
C (4.25, -1.54, 2.57)
C (5.01, -1.98, 3.65)
C (5.23, -1.15, 4.73)
C (4.69, 0.14, 4.73)
C (3.93, 0.58, 3.66)
P (-0.31, -0.77, 1.16)
C (0.02, -2.39, 0.39)
C (-1.08, -3.23, 0.24)
C (-0.94, -4.43, -0.44)
C (0.29, -4.79, -0.98)
C (1.38, -3.95, -0.83)
C (1.25, -2.74, -0.15)
C (-1.26, -1.18, 2.64)
C (-0.73, -2.10, 3.55)
C (-1.42, -2.43, 4.70)
C (-2.66, -1.84, 4.95)
C (-3.20, -0.94, 4.05)
C (-2.50, -0.60, 2.90)
H (1.00, 0.00, 2.85)
H (4.63, 2.01, 0.29)
H (4.90, 4.46, 0.34)
H (3.11, 5.88, 1.31)
H (1.06, 4.83, 2.21)
H (0.78, 2.39, 2.13)
H (4.07, -2.20, 1.73)
H (5.43, -2.98, 3.64)
H (5.82, -1.49, 5.57)
H (4.87, 0.79, 5.57)
H (3.53, 1.58, 3.66)
H (-2.05, -2.95, 0.63)
H (-1.80, -5.08, -0.57)
H (0.40, -5.73, -1.52)
H (2.34, -4.21, -1.27)
H (2.10, -2.08, -0.08)
H (0.23, -2.56, 3.34)
H (-1.00, -3.14, 5.39)
H (-3.21, -2.11, 5.84)
H (-4.17, -0.50, 4.23)
H (-2.94, 0.09, 2.19)
O (-3.30, -0.26, -2.43)
C (-2.16, -0.81, -2.41)
O (-1.19, -0.53, -1.67)
C (-1.93, -1.91, -3.40)
C (-3.00, -2.38, -4.15)
C (-2.82, -3.43, -5.04)
C (-1.57, -4.01, -5.19)
C (-0.52, -3.52, -4.43)
C (-0.67, -2.48, -3.53)
N (0.81, -4.14, -4.58)
O (1.76, -3.58, -4.08)
O (0.89, -5.13, -5.28)
H (-3.97, -1.92, -4.02)
H (-3.65, -3.80, -5.62)
H (-1.40, -4.84, -5.86)
H (0.16, -2.12, -2.94)
F (-2.97, 0.44, 0.12)
Sb (-4.77, -0.23, -0.91)
F (-4.81, 1.67, -1.02)
F (-5.32, 0.07, 0.89)
F (-6.19, -1.53, -0.80)
F (-3.76, -1.82, -0.51)
F (-5.72, 0.00, -2.57)

- Gap between HOMO and LUMO: 7.1 eV
- Charge: -1
- HOMO energy: -5.5 eV

Löwdin population analysis, charges in e, atoms 1 to 4:
1 Co 0.471
2 O -0.186
3 C -0.316
4 C -0.018



Computed largest force on an atom (eV/Å) in order:
0.68, 3.03, 3.11, 3.24, 3.74, 1.08, 0.74
Computed energy (eV) in order:
-103717.4965, -183284.5086, -48475.4860, -67432.3248, -6473.1740, -85293.1433, -144531.9731
Computed relative energy (zero: lowest compared OMol25 entry of this formula, charge and spin) (kcal per mole) in order:
0.0, 4.2, 91.8, 0.0, 91.1, 28.0, 24.5